# C23H26N6O3S

A single C23H26N6O3S molecule at a distorted geometry (the ωB97M-V functional and the def2-TZVPD basis, OMol25).

Calculated values
HOMO energy (eV): -7.436
Kohn-Sham gap (eV): 7.66
SMILES: CCOc1ccc(OCC)c(NC(=O)CSc2nnc(Cn3cnc4ccccc43)n2C)c1
Calculated total energy (eV): -50191.8571
E_LUMO (eV): 0.22

```
59
Properties=species:S:1:pos:R:3:forces:R:3
C -6.5165 -2.8476 -1.7361 0.4 0.2 0.2
C -5.4714 -1.9972 -1.0309 -0.3 0.1 -0.1
O -4.3325 -2.8084 -0.8161 0.0 -0.1 0.0
C -3.2660 -2.2770 -0.1569 0.5 -0.1 0.2
C -2.1907 -3.1320 0.0664 -0.4 0.1 -0.1
C -1.0621 -2.6928 0.7346 0.1 0.2 0.1
C -0.9786 -1.3856 1.1902 -0.2 0.0 0.0
O 0.0713 -0.8454 1.8730 -0.4 0.2 -0.1
C 1.2431 -1.6173 2.0641 0.5 -0.1 0.1
C 2.3063 -0.6872 2.6252 -0.4 -0.2 -0.1
C -2.0566 -0.5145 0.9460 0.1 -0.3 0.0
N -1.8882 0.8103 1.3725 0.4 -0.3 0.3
C -2.7377 1.8508 1.2403 0.1 0.3 0.3
O -3.8793 1.7930 0.8322 -0.3 0.0 -0.1
C -2.1021 3.1880 1.6145 0.1 -0.1 -0.3
S -1.4379 3.9370 0.0863 -0.2 0.3 0.1
C -0.1128 2.8450 -0.1767 0.1 0.0 0.0
N 0.5413 2.1932 0.7481 -0.5 0.8 0.3
N 1.4533 1.4271 0.1370 0.8 -0.7 -0.6
C 1.3551 1.6138 -1.1466 -0.2 0.2 0.1
C 2.1704 0.9054 -2.1777 0.0 0.2 -0.1
N 2.6909 -0.3195 -1.6450 0.1 -0.1 -0.1
C 2.0991 -1.5483 -1.6939 0.0 -0.2 0.0
N 2.7343 -2.4672 -1.0405 -0.3 -0.5 -0.1
C 3.8207 -1.8337 -0.4849 0.1 0.8 -0.1
C 4.8384 -2.3296 0.3217 0.0 0.1 0.0
C 5.8037 -1.4426 0.7486 0.1 -0.2 0.1
C 5.7698 -0.0929 0.3915 0.0 0.2 0.0
C 4.7708 0.4194 -0.4108 0.0 0.2 0.0
C 3.7992 -0.4666 -0.8452 0.3 -0.5 0.3
N 0.3632 2.5199 -1.4174 0.2 -0.3 0.8
C -0.0819 3.0216 -2.6841 0.0 0.2 -0.5
C -3.1907 -0.9598 0.2847 -0.3 -0.1 -0.2
H -6.7749 -3.7042 -1.1197 -0.1 -0.1 0.0
H -6.1240 -3.2095 -2.6826 0.0 0.0 -0.1
H -7.4095 -2.2574 -1.9210 -0.1 0.0 0.0
H -5.8618 -1.6325 -0.0714 0.1 0.0 -0.1
H -5.2067 -1.1297 -1.6513 0.0 0.0 0.1
H -2.2556 -4.1486 -0.2860 0.0 -0.1 0.0
H -0.2476 -3.3800 0.8948 0.1 0.0 0.0
H 1.0340 -2.4414 2.7609 0.0 0.0 -0.1
H 1.5780 -2.0409 1.1108 -0.1 0.0 0.1
H 3.2529 -1.2137 2.7031 0.1 -0.1 0.0
H 2.0111 -0.3258 3.6065 0.0 0.0 0.1
H 2.4202 0.1626 1.9574 0.1 0.0 0.0
H -0.9489 0.9839 1.7235 -0.2 0.2 -0.1
H -1.2854 3.1051 2.3276 -0.1 0.0 0.1
H -2.8671 3.8819 1.9586 0.0 -0.1 0.0
H 1.5477 0.6806 -3.0510 0.2 0.0 0.1
H 3.0044 1.5411 -2.5020 -0.1 -0.1 -0.1
H 1.1911 -1.7205 -2.2411 -0.2 0.1 -0.2
H 4.8593 -3.3715 0.5977 0.0 -0.1 0.0
H 6.6078 -1.7938 1.3782 0.1 0.0 0.1
H 6.5447 0.5651 0.7554 0.1 0.1 0.0
H 4.7449 1.4660 -0.6742 0.0 0.1 0.0
H -1.0122 3.5679 -2.5321 0.0 -0.1 -0.1
H 0.6615 3.6959 -3.1143 -0.1 0.0 0.0
H -0.2580 2.1949 -3.3741 -0.1 0.1 0.0
H -3.9945 -0.2623 0.1277 0.0 0.0 0.0
```
Positions in Å, forces in eV/Å.